No. 1
The following is a quantum chemistry calculation of the molecule C13H14BrN3O, from the OMol25 dataset.

```
32
Properties=species:S:1:pos:R:3:nbo_charge:R:1
O 2.994 0.143 1.658 -0.56
C 2.575 0.779 0.695 0.62
N 3.494 1.431 -0.083 -0.59
C 2.830 2.298 -0.936 0.15
C 3.335 3.243 -1.851 -0.23
C 2.499 4.056 -2.603 -0.22
C 1.122 3.916 -2.487 -0.09
Br 0.014 5.017 -3.611 0.05
C 0.571 2.959 -1.620 -0.19
C 1.461 2.145 -0.847 -0.04
C 1.230 1.117 0.156 0.08
N -0.010 0.738 0.394 -0.16
N -0.271 -0.344 1.215 -0.30
C -0.347 -0.139 2.680 -0.23
C -0.388 -1.457 3.369 -0.40
C -1.555 -2.348 2.854 -0.40
C -1.486 -2.511 1.319 -0.41
C -1.384 -1.125 0.629 -0.21
H 4.405 1.615 0.328 0.42
H 4.415 3.335 -1.992 0.22
H 2.936 4.791 -3.269 0.23
H -0.486 2.856 -1.562 0.24
H 0.529 0.415 3.083 0.23
H -1.241 0.430 2.919 0.17
H 0.583 -1.977 3.218 0.21
H -0.486 -1.215 4.436 0.21
H -2.529 -1.891 3.186 0.20
H -1.473 -3.331 3.317 0.21
H -2.344 -3.097 0.962 0.22
H -0.570 -3.036 1.074 0.20
H -1.156 -1.291 -0.442 0.21
H -2.332 -0.588 0.742 0.17
```

## Properties
- SMILES: O=C1Nc2ccc(Br)cc2/C1=N/N1CCCCC1
- Spin multiplicity: 1
- HOMO-LUMO gap: 7.4 eV
- Energy above the lowest of the compared OMol25 structures with the same formula, charge and spin: 182.1 kJ/mol
- Lowest unoccupied orbital energy: -0.74 eV

No. 2
The following is a quantum chemistry calculation of the molecule C13H14ClN3O4S2, from the OMol25 dataset.

```
37
Properties=species:S:1:pos:R:3:nbo_charge:R:1
N -1.402 1.543 -2.651 -1.09
S -0.008 2.449 -2.458 2.30
O 1.066 1.938 -3.264 -0.94
O -0.380 3.821 -2.615 -0.93
C 0.317 2.054 -0.752 -0.36
C -0.632 2.364 0.199 -0.17
C -0.460 1.919 1.498 -0.25
C 0.644 1.140 1.838 0.02
C 0.809 0.539 3.206 -0.46
C -0.507 0.158 3.903 -0.22
N -1.456 -0.551 3.080 -0.86
S -1.081 -2.048 2.483 2.32
O -2.317 -2.712 2.212 -0.92
O -0.128 -2.647 3.366 -0.94
C -0.302 -1.784 0.881 -0.38
C 0.966 -2.286 0.629 -0.13
C 1.507 -2.131 -0.634 -0.27
C 0.735 -1.467 -1.588 0.20
Cl 1.342 -1.195 -3.162 0.07
N -0.482 -1.005 -1.351 -0.47
C -0.995 -1.170 -0.144 0.08
C 1.616 0.894 0.872 -0.23
C 1.458 1.353 -0.422 -0.13
H -1.892 1.785 -3.498 0.40
H -1.206 0.549 -2.602 0.42
H -1.493 2.942 -0.095 0.24
H -1.192 2.178 2.248 0.21
H 1.343 1.241 3.853 0.24
H 1.424 -0.359 3.120 0.22
H -0.273 -0.511 4.733 0.24
H -1.008 1.042 4.303 0.21
H -1.974 0.007 2.421 0.40
H 1.494 -2.792 1.423 0.25
H 2.484 -2.506 -0.888 0.24
H -2.002 -0.802 -0.005 0.21
H 2.495 0.325 1.138 0.22
H 2.192 1.165 -1.190 0.24
```

## Properties
- SMILES: NS(=O)(=O)c1ccc(CCNS(=O)(=O)c2ccc(Cl)nc2)cc1
- Spin multiplicity: 1
- HOMO-LUMO gap: 9.7 eV
- Lowest unoccupied orbital energy: -0.07 eV

No. 3
The following is a quantum chemistry calculation of a structure of composition C13H14CuN5OS, from the OMol25 dataset.

```
35
Properties=species:S:1:pos:R:3:nbo_charge:R:1
Cu 0.009 0.272 -0.658 0.86
O 0.007 1.788 0.494 -0.84
C 1.012 2.142 1.218 0.41
C 0.821 3.229 2.121 -0.29
C 1.812 3.703 2.934 -0.18
C 3.086 3.119 2.910 -0.30
C 3.309 2.069 2.058 -0.16
C 2.317 1.550 1.201 -0.21
C 2.667 0.429 0.347 0.39
N 1.900 -0.220 -0.532 -0.63
C 2.665 -1.223 -1.084 -0.10
C 3.911 -1.190 -0.555 -0.10
N 3.902 -0.150 0.340 -0.52
H -0.169 3.667 2.129 0.22
H 1.618 4.533 3.603 0.21
H 3.880 3.485 3.547 0.21
H 4.300 1.629 2.055 0.17
H 2.264 -1.912 -1.807 0.21
H 4.778 -1.801 -0.732 0.22
H 4.682 0.130 0.904 0.42
C -5.077 -2.394 0.318 -0.59
C -4.995 -1.522 -0.940 -0.45
C -3.585 -1.343 -1.396 0.08
N -2.727 -0.548 -0.886 -0.23
N -1.492 -0.599 -1.467 -0.45
C -1.426 -1.449 -2.457 0.25
N -0.305 -1.680 -3.183 -0.80
S -2.919 -2.282 -2.740 0.31
H -6.115 -2.503 0.630 0.21
H -4.513 -1.937 1.129 0.22
H -4.667 -3.386 0.126 0.21
H -5.407 -0.535 -0.730 0.24
H -5.573 -1.971 -1.748 0.22
H 0.435 -1.004 -3.058 0.41
H -0.405 -2.096 -4.090 0.40
```

## Properties
- Spin multiplicity: 1
- HOMO-LUMO gap: 6.9 eV
- Lowest unoccupied orbital energy: 0.21 eV

No. 4
The following is a quantum chemistry calculation of a structure of composition C13H14IN3SV, from the OMol25 dataset.

```
33
Properties=species:S:1:pos:R:3:lowdin_spin:R:1
C 0.212 1.532 2.269 0.02
C 0.250 -1.689 2.638 0.01
H 1.206 1.986 2.542 0.00
H -0.177 1.891 4.566 0.03
H -0.569 2.303 2.145 0.00
H 0.433 -2.477 1.869 0.00
H 1.102 -1.772 3.338 0.00
H -0.687 -1.950 3.182 0.00
C 0.099 2.603 -0.460 0.00
C 0.168 3.418 -1.597 0.00
C 0.078 2.838 -2.864 0.00
C -0.099 1.461 -2.930 0.00
H 0.182 3.059 0.525 0.00
H 0.304 4.496 -1.472 0.00
H 0.153 3.436 -3.773 0.00
H -0.155 0.949 -3.890 0.00
N -0.062 1.254 -0.497 0.00
C -0.181 0.701 -1.745 0.00
C -0.351 -0.743 -1.758 0.00
N -0.343 -1.333 -0.519 0.00
C -0.445 -2.686 -0.480 0.00
C -0.580 -2.876 -2.887 0.00
C -0.553 -3.477 -1.623 0.00
H -0.447 -3.149 0.503 0.00
H -0.610 -4.560 -1.502 0.00
C -0.479 -1.490 -2.942 0.00
H -0.480 -0.968 -3.899 0.00
H -0.672 -3.471 -3.797 0.00
V 0.294 -0.195 1.152 -0.04
I 2.740 -0.119 0.856 0.03
S -0.050 -0.158 5.706 0.85
C -0.103 0.768 4.323 0.11
N -0.175 0.419 3.019 -0.01
```

## Properties
- Spin multiplicity: 2
- HOMO-LUMO gap (spin up / spin down): 7.0 / 5.9 eV
- <S²>: 0.806
- Net charge: +2
- Energy above the lowest of the compared OMol25 structures with the same formula, charge and spin: 321.9 kJ/mol
- Lowest unoccupied orbital energy (spin up / spin down): -8.55 / -9.72 eV

No. 5
The following is a quantum chemistry calculation of the molecule C13H14N2O3, from the OMol25 dataset.

```
32
Properties=species:S:1:pos:R:3:nbo_charge:R:1
C -3.432 -2.069 -0.771 -0.63
C -3.589 -0.630 -1.240 -0.07
O -2.396 0.119 -0.995 -0.51
C -2.235 0.614 0.234 0.83
O -3.059 0.569 1.103 -0.59
C -0.859 1.263 0.356 -0.35
C -0.770 2.092 1.637 -0.60
C 0.172 0.163 0.358 0.19
N -0.240 -1.001 0.728 -0.21
N 0.612 -2.023 0.782 -0.40
C 1.955 -2.007 0.481 0.62
O 2.624 -3.017 0.571 -0.61
C 2.439 -0.687 0.062 -0.15
C 3.784 -0.525 -0.270 -0.15
C 4.255 0.707 -0.664 -0.20
C 3.384 1.792 -0.732 -0.19
C 2.053 1.647 -0.409 -0.21
C 1.551 0.404 -0.003 0.00
H -3.265 -2.087 0.302 0.23
H -4.334 -2.629 -1.001 0.22
H -2.585 -2.534 -1.268 0.21
H -3.742 -0.578 -2.320 0.19
H -4.422 -0.148 -0.719 0.20
H -0.712 1.891 -0.528 0.23
H -1.027 1.467 2.489 0.23
H -1.475 2.918 1.596 0.22
H 0.234 2.485 1.774 0.21
H 0.203 -2.901 1.085 0.41
H 4.429 -1.388 -0.207 0.24
H 5.295 0.836 -0.921 0.22
H 3.756 2.757 -1.043 0.22
H 1.395 2.500 -0.469 0.22
```

## Properties
- SMILES: CCOC(=O)[C@@H](C)c1n[nH]c(=O)c2ccccc12
- Spin multiplicity: 1
- HOMO-LUMO gap: 9.1 eV
- Energy above the lowest of the compared OMol25 structures with the same formula, charge and spin: 57.5 kJ/mol
- Lowest unoccupied orbital energy: 0.23 eV

No. 6
The following is a quantum chemistry calculation of the molecule C13H14N2O3S, from the OMol25 dataset.

```
33
Properties=species:S:1:pos:R:3:nbo_charge:R:1
C 5.042 -3.032 0.344 -0.64
C 3.726 -3.544 0.922 -0.06
O 3.049 -2.568 1.687 -0.49
C 2.390 -1.553 1.061 0.29
C 2.192 -1.430 -0.307 -0.30
C 1.479 -0.359 -0.827 -0.23
C 0.957 0.607 0.016 0.25
O 0.244 1.713 -0.386 -0.50
C -0.101 1.845 -1.740 -0.17
C -0.953 0.709 -2.296 0.66
O -0.735 0.220 -3.383 -0.58
N -1.983 0.236 -1.536 -0.62
C -2.606 0.653 -0.384 0.22
N -3.637 0.003 0.048 -0.47
C -4.163 0.577 1.153 -0.04
C -3.537 1.704 1.575 -0.47
S -2.191 2.064 0.561 0.41
C 1.150 0.487 1.392 -0.22
C 1.856 -0.575 1.905 -0.23
H 5.685 -2.682 1.148 0.22
H 4.870 -2.205 -0.341 0.21
H 5.546 -3.834 -0.189 0.21
H 3.923 -4.353 1.631 0.19
H 3.076 -3.935 0.128 0.17
H 2.579 -2.161 -0.999 0.22
H 1.348 -0.303 -1.896 0.22
H 0.787 1.934 -2.379 0.21
H -0.672 2.778 -1.801 0.22
H -2.464 -0.556 -1.957 0.43
H -5.020 0.120 1.612 0.21
H -3.765 2.326 2.416 0.24
H 0.737 1.246 2.038 0.23
H 2.008 -0.677 2.968 0.23
```

## Properties
- SMILES: CCOc1ccc(OCC(=O)Nc2nccs2)cc1
- Spin multiplicity: 1
- HOMO-LUMO gap: 8.8 eV
- Energy above the lowest of the compared OMol25 structures with the same formula, charge and spin: 231.0 kJ/mol
- Lowest unoccupied orbital energy: 0.59 eV

Computed max |F| (eV/A) in order:
3.50; 0.98; 0.67; 4.17; 0.81; 1.08
Computed E (eV) in order:
-90267.371; -60561.006; -78681.920; -62782.091; -22831.555; -33665.626